No. 1
Formula: C4H3BrS
Source: the OMol25 dataset
Level of theory: the ωB97M-V functional and the def2-TZVPD basis

Structure (XYZ):
```
9
Properties=species:S:1:pos:R:3:mulliken_charge:R:1
C -0.938 1.019 0.164 0.252
C 0.088 0.243 0.506 -0.409
C 0.413 -1.833 -1.030 -0.293
C -2.128 0.947 -0.511 -0.355
S 0.112 -1.521 0.602 -0.048
Br -3.592 -0.002 0.048 0.005
H -0.515 2.030 -0.089 0.188
H 0.875 0.716 0.902 0.498
H 0.354 -2.959 -1.006 0.162
```

Computed properties:
LUMO (spin up / spin down) in Ha: -0.044 / -0.053
Maximum force in eV Å⁻¹: 3.7
Energy relative to the best compared isomer or geometry (same formula, charge and spin) in kcal per mole: 162.4
Electronic energy in Ha: -3126.14581



No. 2
Formula: C12H24Cl2HfO8
Source: the OMol25 dataset
Level of theory: the ωB97M-V functional and the def2-TZVPD basis

Structure (XYZ):
```
47
Properties=species:S:1:pos:R:3:mulliken_charge:R:1
Hf 33.801 -15.695 -4.197 1.615
Cl 33.700 -13.715 -2.288 -0.401
Cl 36.483 -15.190 -4.723 -0.378
C 31.391 -17.393 0.843 -0.718
O 32.039 -16.799 -0.264 -0.239
C 31.724 -17.111 -1.570 0.453
O 32.376 -16.677 -2.501 -0.355
O 30.533 -17.850 -1.688 -0.293
C 30.060 -18.439 -2.946 -0.698
H 30.351 -17.080 0.747 0.326
H 31.681 -16.984 1.810 0.291
H 31.397 -18.480 0.928 0.339
H 29.571 -17.619 -3.473 0.330
H 29.417 -19.314 -2.850 0.294
H 30.823 -18.754 -3.658 0.273
C 38.064 -17.944 -1.034 -0.620
O 36.894 -17.706 -1.822 -0.307
C 35.896 -16.818 -1.422 0.682
O 35.002 -16.476 -2.234 -0.049
O 36.189 -16.395 -0.156 -0.267
C 35.276 -15.567 0.487 -0.299
H 38.758 -18.466 -1.692 0.260
H 37.731 -18.613 -0.239 0.305
H 38.565 -17.045 -0.676 0.300
H 35.164 -14.578 0.042 0.278
H 35.414 -15.467 1.563 0.338
H 34.249 -15.920 0.395 -0.075
C 32.969 -16.826 -8.630 -1.214
C 34.069 -16.100 -7.881 0.765
O 34.141 -15.859 -6.643 -0.443
C 35.199 -15.644 -8.778 -1.059
H 33.462 -17.663 -9.125 0.386
H 32.419 -16.181 -9.315 0.343
H 32.223 -17.270 -7.970 0.341
H 35.449 -16.373 -9.549 0.413
H 36.102 -15.440 -8.203 0.327
H 34.951 -14.713 -9.288 0.313
C 34.841 -11.446 -4.999 -1.113
C 33.996 -12.421 -5.748 0.776
O 33.830 -13.569 -5.346 -0.111
C 33.421 -12.027 -7.043 -1.154
H 35.542 -10.970 -5.685 0.436
H 35.467 -11.975 -4.280 0.286
H 34.169 -10.741 -4.511 0.329
H 32.465 -11.529 -6.882 0.338
H 33.160 -12.880 -7.669 0.262
H 34.084 -11.301 -7.512 0.397
```

Computed properties:
LUMO in Ha: -0.308
Maximum force in eV Å⁻¹: 7.5
Energy relative to the best compared isomer or geometry (same formula, charge and spin) in kcal per mole: 91.1
Electronic energy in Ha: -2041.42505
Net charge: +2



No. 3
Formula: C4H9NO
Source: the OMol25 dataset
Level of theory: the ωB97M-V functional and the def2-TZVPD basis

Structure (XYZ):
```
15
Properties=species:S:1:pos:R:3:mulliken_charge:R:1
C -2.468 0.565 -0.220 -0.883
C -1.559 -0.542 0.378 -0.337
C -0.090 -0.529 -0.270 -0.092
C 3.022 0.225 0.203 -0.569
H -3.061 0.035 -1.065 0.227
H -3.196 0.848 0.519 0.278
H -1.916 1.456 -0.714 0.287
H -1.459 -0.382 1.493 0.241
H -2.139 -1.464 0.283 0.322
H 0.218 -1.169 -1.158 0.390
H 3.092 1.297 -0.008 0.239
H 3.830 -0.370 -0.268 0.226
H 3.041 -0.020 1.190 0.333
N 0.811 0.270 0.129 -0.568
O 1.875 -0.220 -0.491 -0.095
```

Computed properties:
LUMO in Ha: 0.042
SMILES string: CC/C=N/OC
Maximum force in eV Å⁻¹: 4.2
Energy relative to the best compared isomer or geometry (same formula, charge and spin) in kcal per mole: 95.5
Electronic energy in Ha: -287.68025



No. 4
Formula: C20H14N2O5
Source: the OMol25 dataset
Level of theory: the ωB97M-V functional and the def2-TZVPD basis

Structure (XYZ):
```
41
Properties=species:S:1:pos:R:3:mulliken_charge:R:1
O 2.753 -1.158 3.720 -0.604
O 4.640 0.629 2.070 -0.606
O -2.725 0.858 3.429 -0.603
O -1.547 1.959 0.275 -0.539
O -3.223 -1.651 1.031 -0.562
C 2.612 -0.799 2.548 -0.027
C 3.470 0.238 1.727 0.333
C -1.969 1.096 2.513 0.175
C -2.343 1.376 1.093 0.813
C -2.962 -0.813 0.162 -0.124
C 1.426 -1.304 1.977 -0.470
C 0.955 -0.685 0.873 -0.426
C 3.245 1.974 -1.527 -0.347
C 1.914 1.867 -1.819 -1.377
C -2.010 -1.850 -3.399 -0.773
C -0.577 -1.801 -3.262 -0.591
C 3.801 1.445 -0.350 -0.884
C 1.124 1.097 -0.867 0.493
C -2.699 -1.391 -2.270 -0.534
C 0.038 -1.592 -1.959 -0.319
C 2.995 0.612 0.421 0.436
C 1.687 0.351 0.123 1.264
C -2.114 -1.214 -0.978 1.268
C -0.738 -1.370 -0.796 -0.402
N -0.653 1.098 2.942 -0.318
N -0.254 -1.202 0.466 0.205
C -3.449 0.647 0.395 -0.626
H 0.855 -2.062 2.488 0.577
H 3.735 2.716 -2.156 0.330
H 1.571 2.381 -2.668 0.497
H -2.384 -2.003 -4.444 0.322
H 0.020 -1.905 -4.135 0.422
H 4.857 1.770 -0.280 0.377
H 0.053 1.074 -1.129 0.372
H -3.791 -1.392 -2.450 0.306
H 1.168 -1.567 -1.962 0.351
H -0.629 0.900 3.982 0.226
H 0.078 1.535 2.481 0.247
H -0.721 -1.733 1.157 0.335
H -3.830 1.239 -0.481 0.406
H -4.378 0.630 1.060 0.375
```

Computed properties:
LUMO in Ha: -0.054
SMILES string: NC(=O)C(=O)CC(=O)c1ccccc1NC1=CC(=O)C(=O)c2ccccc21
Maximum force in eV Å⁻¹: 6.3
Energy relative to the best compared isomer or geometry (same formula, charge and spin) in kcal per mole: 68.0
Electronic energy in Ha: -1256.14041



No. 5
Formula: C5H15NO2
Source: the OMol25 dataset
Level of theory: the ωB97M-V functional and the def2-TZVPD basis

Structure (XYZ):
```
23
Properties=species:S:1:pos:R:3:mulliken_charge:R:1
C -0.024 -0.686 -2.555 -1.225
C 0.065 -1.579 -1.264 -0.593
C -0.071 -0.943 0.139 0.627
C 0.256 -1.675 1.207 -0.298
N 0.005 -1.334 2.533 -0.408
C -0.991 0.237 0.145 -0.967
H -1.066 -0.720 -2.855 0.318
H 0.167 0.357 -2.333 0.312
H 0.628 -1.148 -3.280 0.376
H -0.784 -2.245 -1.271 0.272
H 1.111 -2.020 -1.395 0.321
H 0.466 -2.728 1.000 0.326
H -0.268 -0.389 2.716 0.181
H -0.034 -2.060 3.225 0.187
H -0.496 1.205 0.375 0.045
H -1.723 0.079 1.068 0.299
H -1.487 0.419 -0.815 0.311
H 0.097 3.626 0.677 0.288
H -1.540 3.688 0.620 0.258
O -0.740 3.167 0.602 -0.599
H 1.468 1.968 0.650 0.274
H 2.586 0.923 0.455 0.326
O 2.375 1.856 0.355 -0.632
```

Computed properties:
LUMO in Ha: 0.021
SMILES string: CC/C(C)=C/N.O.O
Maximum force in eV Å⁻¹: 2.9
Energy relative to the best compared isomer or geometry (same formula, charge and spin) in kcal per mole: 51.0
Electronic energy in Ha: -404.67376



No. 6
Formula: C6H12O
Source: the OMol25 dataset
Level of theory: the ωB97M-V functional and the def2-TZVPD basis

Structure (XYZ):
```
19
Properties=species:S:1:pos:R:3:mulliken_charge:R:1
C 1.612 1.373 0.032 -1.304
C 0.303 0.715 0.416 -0.241
C 0.788 -1.674 -0.397 -1.047
C -0.720 0.204 -0.501 0.063
C -0.779 -1.275 -0.412 -0.519
C -1.562 1.130 0.250 -0.415
O -2.265 0.820 1.393 -0.517
H 1.712 2.274 0.631 0.351
H 2.531 0.778 0.218 0.307
H 1.637 1.638 -1.029 0.315
H 0.363 0.190 1.377 0.398
H 1.564 -1.394 0.364 0.312
H 1.256 -1.348 -1.337 0.265
H 0.768 -2.745 -0.335 0.404
H -0.564 0.606 -1.504 0.393
H -1.378 -1.710 -1.239 0.340
H -1.308 -1.579 0.510 0.198
H -2.165 1.878 -0.292 0.359
H -1.791 0.119 1.854 0.338
```

Computed properties:
LUMO in Ha: 0.038
Maximum force in eV Å⁻¹: 2.4
Energy relative to the best compared isomer or geometry (same formula, charge and spin) in kcal per mole: 84.5
Electronic energy in Ha: -310.92457



No. 7
Formula: C15H48O9
Source: the OMol25 dataset
Level of theory: the ωB97M-V functional and the def2-TZVPD basis

Structure (XYZ):
```
72
Properties=species:S:1:pos:R:3:lowdin_spin:R:1
O 0.233 -1.991 2.444 0.076
H -0.039 -1.352 3.103 0.058
H 0.004 -1.585 1.608 0.013
O 0.951 1.932 2.117 0.220
H 1.252 2.728 2.554 0.060
H 0.600 1.388 2.822 0.093
O -0.409 -0.272 0.002 0.041
H -1.290 0.051 0.193 0.014
H 0.173 0.332 0.462 0.025
O 0.911 -0.384 -2.593 0.005
H 0.219 -0.698 -2.011 0.002
H 0.503 0.324 -3.091 0.002
C 1.555 2.356 -1.540 0.013
C 2.360 3.630 -1.223 0.010
C 3.771 3.445 -0.667 0.011
O 2.374 4.500 -2.414 0.002
H 0.529 2.692 -1.691 0.003
H 1.459 1.717 -0.662 0.013
H 1.940 2.019 -2.502 0.000
H 1.757 4.216 -0.529 0.007
H 4.418 3.076 -1.463 0.000
H 3.688 2.808 0.214 0.006
H 4.284 4.325 -0.279 0.002
H 2.891 5.270 -2.165 0.001
C -3.075 -2.180 1.353 0.027
C -4.146 -2.896 0.505 0.003
C -5.568 -2.958 1.090 0.003
O -4.090 -2.227 -0.690 0.006
H -3.245 -1.104 1.334 0.015
H -2.101 -2.509 0.991 0.004
H -3.037 -2.483 2.399 0.008
H -3.682 -3.869 0.347 0.000
H -6.007 -1.977 0.907 0.001
H -5.537 -3.028 2.177 0.001
H -6.242 -3.759 0.784 0.000
H -4.639 -2.668 -1.342 0.001
C 3.997 -1.437 2.377 0.015
C 4.774 -0.705 1.266 0.003
C 4.036 -0.406 -0.100 0.007
O 5.060 0.610 1.751 0.011
H 3.642 -2.407 2.028 0.003
H 3.164 -0.842 2.750 0.012
H 4.627 -1.605 3.251 0.001
H 5.739 -1.193 1.135 0.000
H 4.221 -1.318 -0.668 0.000
H 4.439 0.469 -0.609 0.000
H 2.952 -0.301 -0.095 0.006
H 5.390 1.142 1.023 0.001
C -2.155 2.996 1.444 0.061
C -2.405 4.198 0.430 0.012
C -3.902 4.371 0.193 0.009
O -2.015 5.294 1.218 0.023
H -2.869 2.995 2.267 0.024
H -1.189 2.915 1.944 0.021
H -2.245 2.006 0.997 0.014
H -1.885 3.905 -0.482 0.002
H -4.281 3.359 0.053 0.003
H -4.248 5.033 -0.600 0.001
H -4.436 4.709 1.081 0.001
H -1.880 4.987 2.117 0.012
C 0.666 -5.135 -2.003 0.001
C -0.152 -4.101 -2.755 0.001
C -1.027 -3.153 -1.850 0.004
O 0.644 -3.268 -3.481 0.001
H 1.442 -4.697 -1.375 0.001
H 1.157 -5.827 -2.687 0.000
H 0.088 -5.838 -1.403 0.000
H -0.742 -4.710 -3.441 0.000
H -0.338 -2.492 -1.325 0.003
H -1.693 -3.540 -1.079 0.000
H -1.634 -2.504 -2.482 0.001
H 0.291 -2.376 -3.435 0.000
```

Computed properties:
LUMO (spin up / spin down) in Ha: 0.091 / 0.088
Expectation value of S²: 0.751
Maximum force in eV Å⁻¹: 3.9
Spin multiplicity: 2
Energy relative to the best compared isomer or geometry (same formula, charge and spin) in kcal per mole: 0.0
Electronic energy in Ha: -1277.35434
Net charge: -1



No. 8
Formula: C6H14N2
Source: the OMol25 dataset
Level of theory: the ωB97M-V functional and the def2-TZVPD basis

Structure (XYZ):
```
22
Properties=species:S:1:pos:R:3:mulliken_charge:R:1
C -1.339 0.174 -0.954 -1.476
C -1.458 -1.594 0.971 -0.780
C 2.348 0.328 0.316 -1.407
C 0.014 2.128 -0.008 -1.568
N -2.137 -0.453 0.088 -0.350
C 1.063 -0.106 -0.333 0.548
C -0.002 0.700 -0.479 1.036
N 0.997 -1.485 -0.570 -0.502
H -2.391 0.280 0.755 0.280
H 1.884 -1.896 -0.830 0.220
H 0.248 -1.775 -1.187 0.195
H -1.215 -0.570 -1.747 0.379
H -1.928 0.997 -1.388 0.483
H -0.656 -1.160 1.567 0.280
H -1.203 -2.511 0.438 0.250
H -2.301 -1.901 1.584 0.356
H 3.060 -0.495 0.371 0.434
H 2.165 0.696 1.326 0.258
H 2.825 1.131 -0.250 0.323
H -0.701 2.721 -0.589 0.419
H -0.273 2.205 1.046 0.273
H 0.999 2.586 -0.126 0.350
```

Computed properties:
LUMO in Ha: 0.036
SMILES string: CNC/C(C)=C(/C)N
Maximum force in eV Å⁻¹: 3.0
Energy relative to the best compared isomer or geometry (same formula, charge and spin) in kcal per mole: 28.7
Electronic energy in Ha: -346.48138